ORCA calculation (wB97M-V/def2-TZVPD) on a molecular structure, C17H28B11Br6NO4S4Sr at a distorted geometry.

LUMO ... -0.91 eV
Relative energy (zero: lowest compared OMol25 entry of this formula, charge and spin) ... 342.9 kJ/mol
HOMO level ... -7.892 eV

Element x y z (Å)
Sr: -1.074 0.229 -0.994
C: 0.303 -3.388 4.772
C: 0.364 -1.861 4.756
S: 0.424 -1.048 3.152
C: 2.075 -1.452 2.557
C: 2.322 -2.844 1.967
S: 1.037 -3.292 0.782
C: 0.610 -4.985 1.234
C: 0.288 -5.291 2.697
S: -0.816 -4.136 3.554
H: -0.018 -3.713 5.764
H: 1.296 -3.801 4.604
H: 1.233 -1.542 5.339
H: -0.522 -1.440 5.236
H: 2.794 -1.258 3.358
H: 2.250 -0.703 1.785
H: 2.353 -3.601 2.748
H: 3.292 -2.839 1.468
H: 1.411 -5.658 0.917
H: -0.260 -5.190 0.610
H: 1.200 -5.372 3.288
H: -0.189 -6.272 2.732
Br: 2.065 -0.216 -1.485
B: 2.899 1.568 -1.455
B: 4.573 2.033 -1.607
C: 4.480 3.615 -2.229
B: 3.407 2.485 -2.883
B: 2.936 4.197 -2.627
B: 3.809 4.792 -1.193
B: 4.816 3.466 -0.574
B: 3.786 2.165 -0.018
Br: 4.275 1.006 1.465
B: 3.301 3.896 0.248
Br: 3.251 4.685 2.022
B: 2.120 4.339 -1.055
Br: 0.625 5.553 -0.744
B: 1.893 2.908 -2.097
Br: 0.111 2.421 -2.740
B: 2.124 2.718 -0.310
Br: 0.567 2.026 0.681
H: 5.505 1.353 -1.850
H: 5.302 3.946 -2.844
H: 3.560 2.082 -3.982
H: 2.807 4.929 -3.543
H: 4.267 5.879 -1.195
H: 5.898 3.721 -0.179
C: -3.885 0.759 -0.445
O: -3.826 2.176 -0.556
C: -2.619 2.669 -0.681
C: -2.737 4.128 -0.876
H: -3.942 0.453 0.598
H: -3.036 0.257 -0.904
H: -4.792 0.441 -0.955
H: -3.766 4.484 -0.950
H: -2.151 4.398 -1.757
H: -2.216 4.612 -0.043
O: -2.187 0.069 -3.109
C: -2.428 -1.002 -2.552
N: -1.478 -1.673 -1.811
S: -2.152 -2.140 -0.427
O: -1.874 -1.041 0.520
O: -1.835 -3.462 -0.010
C: -3.817 -2.155 -1.062
C: -4.976 -2.620 -0.481
C: -6.139 -2.532 -1.243
C: -6.122 -1.981 -2.520
C: -4.947 -1.485 -3.079
C: -3.789 -1.599 -2.337
H: -4.984 -3.030 0.519
H: -7.071 -2.894 -0.832
H: -7.045 -1.925 -3.083
H: -4.936 -1.017 -4.054